Record 1
ORCA calculation (ωB97M-V/def2-TZVPD) on a molecular structure, C30H28N2NdSi in a non-equilibrium geometry.

Each line ends with the Mulliken spin population.
Cartesian coordinates (Å):
C: -0.9213 -1.3590 -1.4261  -0.011
C: 0.3057 -2.0401 -1.2009  0.000
C: 0.0467 -3.2086 -0.4289  -0.011
H: 1.2450 -1.7966 -1.6806  0.000
C: -1.3476 -3.2609 -0.1852  0.001
C: -1.9599 -2.1157 -0.8019  0.005
H: -3.0263 -1.9876 -1.0058  0.001
H: -1.0781 -0.5592 -2.1471  -0.001
H: 0.7622 -3.9924 -0.1848  0.000
H: -1.8512 -4.1126 0.2576  0.000
Nd: -0.6393 -1.1280 1.1379  3.040
C: 1.3594 0.2853 1.7302  -0.036
H: 0.8214 -0.3734 2.4653  0.007
H: 0.8968 1.2898 1.7528  0.006
H: 2.3845 0.3665 2.1650  0.000
Si: 2.8028 1.0779 -0.5005  -0.001
C: 2.3855 1.6331 -2.3275  -0.001
C: 1.8813 0.7998 -3.3406  0.000
H: 1.6173 -0.2427 -3.1137  0.000
C: 1.6766 1.2951 -4.6343  0.000
H: 1.2958 0.6413 -5.4126  0.000
C: 2.0475 2.6045 -4.9612  0.000
H: 1.8104 3.0251 -5.9419  0.000
C: 2.5656 3.4123 -3.9473  0.000
H: 2.9158 4.4152 -4.1729  0.000
C: 2.7227 2.9519 -2.6304  0.000
H: 3.1817 3.5793 -1.8645  0.000
C: 3.4407 -0.6288 -0.6814  0.002
C: 4.3487 -0.6508 -1.7456  0.000
H: 4.6435 0.2906 -2.2212  0.000
C: 4.9633 -1.8475 -2.0718  0.000
H: 5.6007 -1.8872 -2.9497  0.000
C: 4.7835 -2.9491 -1.2306  0.000
H: 5.2975 -3.8814 -1.4374  0.000
C: 3.9230 -2.8900 -0.1225  0.000
H: 3.8040 -3.7091 0.5863  0.000
C: 3.2664 -1.7090 0.1872  -0.001
H: 2.7559 -1.6327 1.1531  0.000
H: 1.2729 1.1304 -0.4078  0.000
H: 4.1733 1.7281 -0.4139  0.000
C: -1.4211 3.5211 1.5156  0.000
C: -1.0913 2.3372 0.8601  0.001
N: -1.6608 1.1570 1.2115  0.008
C: -2.7099 1.1491 2.0982  -0.004
C: -3.1929 2.3625 2.6795  -0.002
C: -2.4746 3.5404 2.4170  0.000
C: -4.4044 2.3337 3.4248  -0.002
C: -5.1253 1.1783 3.5628  0.002
C: -4.6488 -0.0775 3.0698  -0.002
C: -5.3849 -1.2769 3.1432  0.002
C: -4.8164 -2.4645 2.6998  -0.001
C: -3.5020 -2.4742 2.2352  0.000
N: -2.8147 -1.3156 2.0627  0.006
C: -3.3836 -0.1121 2.4148  -0.006
H: -0.8156 4.3977 1.3126  0.000
H: -0.3494 2.2867 0.0554  0.000
H: -2.7807 4.4624 2.9030  0.000
H: -4.7583 3.2804 3.8276  0.000
H: -6.1025 1.1942 4.0394  0.000
H: -6.4022 -1.2425 3.5395  0.000
H: -5.3584 -3.4052 2.7115  0.000
H: -2.9764 -3.3963 1.9714  0.000

Cartesian forces, eV/Å:
C -0.2 -1.1 -0.4
C -0.3 -0.3 -0.3
C -0.3 0.4 -0.5
H 0.0 0.1 0.4
C -0.2 0.2 -0.9
C 0.1 -1.0 -0.9
H 0.4 0.1 0.5
H 0.1 0.1 0.5
H -0.1 0.4 0.1
H 0.0 0.2 0.0
Nd 2.5 0.7 -0.2
C -0.6 -0.6 0.9
H 0.7 0.7 1.4
H 0.2 -0.5 0.4
H -0.5 0.0 -0.5
Si -1.2 0.0 -3.4
C 1.2 -0.3 0.3
C -0.3 0.4 0.0
H 0.2 0.4 -0.2
C 0.3 -0.1 0.1
H -0.1 0.0 0.1
C -0.5 0.1 0.7
H 0.4 -0.2 0.3
C 0.2 0.3 0.2
H -0.2 0.0 -0.1
C -0.1 -0.4 -1.1
H -0.1 0.0 -0.3
C 0.1 0.2 0.9
C 0.0 -0.6 0.5
H -0.4 -0.5 -0.3
C 0.2 -0.1 0.3
H 0.1 -0.2 0.2
C -0.6 -0.4 -0.1
H 0.0 0.1 -0.1
C 0.5 0.1 0.1
H 0.3 -0.1 -0.4
C 0.6 -0.2 -0.6
H -0.1 0.1 -0.7
H 1.1 0.8 1.1
H -1.1 0.8 1.1
C -0.1 0.2 0.2
C -0.7 -1.4 0.5
N -0.7 0.9 0.0
C 0.4 0.6 -0.1
C 0.5 -1.1 -0.7
C 0.4 -0.1 -0.4
C -0.7 -0.6 0.3
C 0.0 0.9 0.1
C 0.8 0.1 -0.6
C 0.3 -0.2 -0.1
C -0.2 0.0 0.2
C 0.4 1.7 -0.1
N -1.8 -0.1 0.7
C -0.4 -0.7 0.2
H -0.3 0.0 0.0
H -0.2 0.1 0.5
H 0.1 -0.1 -0.1
H -0.1 -0.3 0.0
H 0.2 0.0 0.0
H 0.3 -0.1 -0.1
H 0.0 0.2 0.2
H -0.3 0.4 0.1

As for the HOMO energy (alpha / beta): -9.88 / -9.89 eV. Its net charge is +1. The spin multiplicity is 4. The expectation value of S² is 3.755. For the frontier orbital gap (alpha / beta), the calculation gives 5.71 / 5.73 eV.

---

Record 2
ORCA calculation (ωB97M-V/def2-TZVPD) on a molecular structure, C30H28N2RhSi in a non-equilibrium geometry.

Each line ends with the Mulliken spin population.
Cartesian coordinates (Å):
C: 0.7384 1.0152 0.2456  0.051
C: -0.2989 1.3281 -0.6961  -0.039
C: -1.3738 1.9663 -0.0034  0.157
H: -0.2391 1.2028 -1.7681  -0.002
C: -0.9922 2.0949 1.3798  -0.020
C: 0.3193 1.5128 1.5301  0.098
H: 0.8974 1.4526 2.4541  0.009
H: 1.6787 0.5214 0.0351  0.013
H: -2.3167 2.3003 -0.4392  0.023
H: -1.5744 2.5951 2.1493  -0.013
Rh: -1.0009 0.1780 0.8020  0.748
C: -1.2288 -2.6317 -2.8696  0.004
H: -1.6948 -2.2475 -1.9669  0.021
H: -0.6062 -3.4929 -2.6161  -0.006
H: -2.0420 -3.0172 -3.5217  0.003
Si: -0.1818 -1.3417 -3.9107  -0.019
C: 1.4187 -1.5359 -4.8107  0.002
C: 2.2092 -0.3520 -4.8379  0.001
H: 1.7272 0.6260 -4.7820  0.000
C: 3.6012 -0.4152 -4.7753  0.000
H: 4.1802 0.4993 -4.6332  0.000
C: 4.2437 -1.6534 -4.8837  -0.002
H: 5.3348 -1.6999 -4.8805  0.000
C: 3.4814 -2.8199 -5.0139  0.000
H: 3.9883 -3.7862 -5.0949  0.000
C: 2.0774 -2.7567 -5.0339  0.000
H: 1.4908 -3.6612 -5.1810  0.000
C: -1.2500 0.0534 -4.4987  0.003
C: -1.0435 0.7750 -5.6857  0.001
H: -0.4307 0.3497 -6.4867  0.000
C: -1.6309 2.0372 -5.8405  0.000
H: -1.4032 2.6264 -6.7286  0.000
C: -2.5195 2.5334 -4.8827  -0.001
H: -3.0080 3.5007 -5.0228  0.000
C: -2.8512 1.7420 -3.7794  -0.011
H: -3.5818 2.0736 -3.0440  -0.001
C: -2.2658 0.4832 -3.6236  0.018
H: -2.5976 -0.1852 -2.8246  0.007
H: 0.2747 -0.6738 -2.4419  0.024
H: 0.7378 -0.1982 -2.9817  -0.001
C: 0.9641 -3.9599 0.2788  -0.083
C: 0.4083 -2.7027 0.0145  0.032
N: -0.1711 -1.9972 0.9932  0.150
C: -0.2699 -2.4946 2.2476  0.298
C: 0.2549 -3.7755 2.5758  -0.063
C: 0.8773 -4.5096 1.5475  0.434
C: 0.1123 -4.2231 3.9252  0.441
C: -0.4133 -3.4145 4.9081  0.455
C: -0.9117 -2.1001 4.6215  -0.102
C: -1.3836 -1.1729 5.5753  0.423
C: -1.8556 0.0657 5.1622  -0.043
C: -1.9025 0.3710 3.8046  0.214
N: -1.4379 -0.4855 2.8880  0.202
C: -0.9119 -1.6825 3.2625  0.227
H: 1.4514 -4.4908 -0.5287  0.001
H: 0.3955 -2.2606 -0.9788  0.247
H: 1.2702 -5.5009 1.7771  0.022
H: 0.4458 -5.2306 4.1673  0.008
H: -0.4828 -3.7460 5.9451  0.007
H: -1.3569 -1.4541 6.6287  0.018
H: -2.1916 0.8238 5.8640  0.002
H: -2.2758 1.3267 3.4595  0.040

Cartesian forces, eV/Å:
C 1.0 1.8 0.6
C 0.2 0.8 -1.4
C -0.4 2.2 -0.7
H -0.2 0.1 0.2
C 0.4 1.1 -0.7
C 2.0 1.5 0.0
H -0.3 -0.1 -0.4
H -0.2 -0.1 0.1
H 0.5 0.0 0.2
H 0.1 -0.4 -0.3
Rh -2.2 -8.1 3.7
C 0.8 -0.1 -1.3
H 0.2 0.3 0.1
H -0.1 0.1 0.2
H 0.5 0.5 0.1
Si -2.4 -1.0 -1.7
C 0.7 0.1 -0.2
C 0.0 -0.3 0.9
H 0.0 -0.1 0.1
C -0.1 -0.1 -0.5
H -0.2 -0.3 -0.3
C -0.3 -0.1 0.1
H -0.4 -0.1 0.1
C -0.1 0.1 -0.5
H -0.3 0.4 -0.1
C 0.4 0.0 0.6
H 0.2 0.0 0.3
C -0.5 -0.2 -0.2
C 0.3 0.5 0.2
H 0.1 0.3 0.4
C -0.1 -0.3 -0.2
H -0.2 -0.2 0.2
C 0.1 -0.3 0.1
H 0.3 -0.3 0.1
C -0.1 -0.4 -0.1
H 0.1 0.0 -0.3
C 0.2 0.4 0.1
H 0.2 0.4 0.0
H 1.3 1.3 -0.1
H -0.7 -0.9 1.7
C -0.3 1.3 -1.4
C 1.3 -2.3 -0.3
N -1.7 2.7 0.6
C -0.4 0.7 0.5
C -0.4 -0.5 2.1
C 0.3 -0.9 0.4
C 1.7 -1.8 -4.4
C -2.3 4.1 2.6
C 0.7 -1.8 0.2
C 0.1 -0.7 1.0
C -0.4 1.1 -1.2
C -0.4 0.6 2.8
N 0.5 -1.3 -2.7
C 0.4 0.1 -1.0
H 0.0 -0.1 0.0
H 0.2 -0.2 0.3
H 0.0 0.3 -0.2
H 0.0 0.2 -0.1
H 0.1 0.0 -0.3
H 0.0 0.2 -0.3
H 0.0 -0.3 0.0
H -0.1 -0.3 0.2

As for the HOMO energy (alpha / beta): -7.03 / -10.74 eV. For the energy above the lowest of the compared OMol25 structures with the same formula, charge and spin, the calculation gives 125.58 kJ/mol. Its net charge is +1. The spin multiplicity is 5. The expectation value of S² is 6.059. For the frontier orbital gap (alpha / beta), the calculation gives 3.53 / 5.88 eV.

---

Record 3
ORCA calculation (ωB97M-V/def2-TZVPD) on a molecular structure, C30H29BrCl3FeN5O5S.

Each line ends with the Mulliken charge.
Cartesian coordinates (Å):
Fe: 1.4635 0.9276 0.5917  -0.084
C: 3.0498 -1.9298 3.2674  -2.038
C: 2.2662 -1.3628 2.1102  1.234
O: 2.1432 -0.1256 2.0998  -0.349
C: 1.7108 -2.2444 1.1074  0.471
C: 2.0382 -3.6186 1.1480  -0.739
C: 1.5452 -4.5200 0.2440  -1.271
C: 0.6784 -4.0549 -0.7603  -0.524
C: 0.3264 -2.7361 -0.8319  -0.372
C: 0.8233 -1.7704 0.0917  0.084
O: 0.4228 -0.5554 -0.0383  0.221
H: 3.2830 -1.1223 3.9559  0.385
H: 3.9839 -2.3623 2.9044  0.407
H: 2.4968 -2.7124 3.7855  0.458
H: 2.7153 -3.9716 1.9138  0.432
H: 1.8255 -5.5628 0.2925  0.363
H: 0.2962 -4.7518 -1.4987  0.478
H: -0.3223 -2.3617 -1.6149  0.334
Cl: 8.3706 2.3014 0.6251  -0.241
C: 6.7674 1.7051 0.3059  0.428
C: 5.6749 2.3549 0.8420  -1.062
C: 4.4183 1.8483 0.5697  1.435
Cl: 3.0107 2.6697 1.2359  -0.288
C: 4.1556 0.7118 -0.2181  -0.969
O: 2.9750 0.2567 -0.4582  -0.069
C: 5.3270 0.1000 -0.7323  0.394
Cl: 5.1192 -1.3176 -1.7092  -0.223
C: 6.5960 0.5746 -0.4846  -0.804
H: 5.7961 3.2349 1.4578  0.465
H: 7.4509 0.0635 -0.9040  0.443
O: -5.9629 0.1972 0.5226  -0.503
C: -5.4802 1.4736 0.1059  -0.613
N: -4.1245 1.5992 0.5317  0.154
C: -3.8220 2.0585 1.7711  0.474
O: -4.6513 2.5208 2.5321  -0.712
C: -2.3746 1.9888 2.1882  0.219
C: -2.0888 2.3002 3.5107  -0.481
C: -0.7817 2.2339 3.9527  -0.995
C: 0.2026 1.8584 3.0571  -0.370
N: -0.0573 1.5678 1.7773  0.861
C: -1.3261 1.6315 1.3541  -0.521
H: -6.9141 0.1697 0.3790  0.278
H: -6.0653 2.2752 0.5564  0.426
H: -5.4973 1.5468 -0.9838  0.362
H: -3.4402 1.1476 -0.0674  -0.617
H: -2.9070 2.5854 4.1584  0.521
H: -0.5201 2.4626 4.9760  0.437
H: 1.2380 1.7699 3.3568  0.440
H: -1.4678 1.3895 0.3060  0.794
Br: -0.6368 4.0571 -4.8871  -0.158
C: -0.0230 3.2165 -3.3161  0.210
C: 0.5409 1.9578 -3.3788  -0.757
C: 0.9548 1.3658 -2.1993  -0.419
N: 0.8447 1.9691 -1.0119  0.734
C: 0.3128 3.1928 -0.9737  -0.201
C: -0.1435 3.8582 -2.0953  -0.941
H: 0.6431 1.4324 -4.3165  0.483
H: 1.3969 0.3805 -2.1827  0.409
H: 0.2496 3.6568 0.0028  0.458
H: -0.5754 4.8445 -2.0138  0.479
C: -2.7429 -1.5829 0.1319  -0.755
N: -2.8551 -1.9053 -1.2725  0.389
C: -3.2317 -3.2369 -1.7241  -0.584
C: -2.9967 -3.1398 -3.2325  -0.528
N: -3.1194 -1.7012 -3.4362  -0.215
C: -2.8509 -1.0259 -2.2825  0.248
S: -2.5718 0.6235 -2.2124  -0.246
H: -2.3470 -2.4557 0.6507  0.360
H: -3.7094 -1.3023 0.5581  0.262
H: -2.0216 -0.7770 0.2459  0.007
H: -4.2812 -3.4396 -1.4865  0.400
H: -2.6077 -3.9901 -1.2425  0.332
H: -3.7355 -3.6930 -3.8079  0.348
H: -1.9965 -3.4949 -3.4996  0.263
H: -2.8644 -1.2552 -4.3006  0.268

Cartesian forces, eV/Å:
Fe 0.0 0.2 0.1
C 0.0 0.0 0.0
C 0.0 0.0 0.0
O 0.0 -0.1 0.0
C 0.0 0.0 0.0
C 0.0 0.0 0.0
C 0.0 0.0 0.0
C 0.0 0.0 0.0
C 0.0 0.0 0.0
C 0.0 0.0 0.0
O -0.1 -0.1 0.0
H 0.0 0.0 0.0
H 0.0 0.0 0.0
H 0.0 0.0 0.0
H 0.0 0.0 0.0
H 0.0 0.0 0.0
H 0.0 0.0 0.0
H 0.0 0.0 0.0
Cl 0.0 0.0 0.0
C 0.0 -0.1 -0.1
C -0.1 0.0 0.0
C 0.0 0.1 0.0
Cl 0.0 -0.1 0.0
C 0.0 0.0 0.0
O 0.1 0.0 0.0
C 0.0 0.0 0.0
Cl 0.0 0.0 0.0
C 0.0 0.1 0.0
H 0.0 0.0 0.0
H 0.0 0.0 0.0
O 0.0 0.0 0.0
C 0.0 0.0 0.0
N -0.1 0.0 0.0
C 0.0 0.0 -0.1
O 0.0 0.0 0.0
C 0.0 0.0 0.0
C 0.0 0.0 0.0
C 0.0 0.0 0.0
C 0.0 0.0 0.0
N 0.0 0.0 0.0
C 0.1 0.0 -0.1
H 0.0 0.0 0.0
H 0.0 0.0 0.0
H 0.0 0.0 0.0
H 0.1 0.1 0.0
H 0.0 0.0 0.0
H 0.0 0.0 0.0
H 0.0 0.0 0.0
H 0.0 0.0 0.0
Br 0.0 0.0 0.0
C 0.0 0.0 0.0
C 0.0 0.0 0.0
C 0.0 0.0 0.0
N 0.0 0.0 -0.1
C 0.0 0.0 0.0
C 0.0 0.0 0.0
H 0.0 0.0 0.0
H 0.0 0.0 0.0
H 0.0 0.0 0.0
H 0.0 0.0 0.0
C 0.0 0.0 0.0
N 0.0 0.0 0.0
C 0.0 0.0 0.0
C 0.0 0.0 0.0
N 0.0 0.0 0.0
C 0.0 0.0 0.1
S 0.0 -0.1 0.0
H 0.0 0.0 0.0
H 0.0 0.0 0.0
H 0.0 0.0 0.0
H 0.0 0.0 0.0
H 0.0 0.0 0.0
H 0.0 0.0 0.0
H 0.0 0.0 0.0
H 0.0 0.0 0.0

As for the HOMO energy: -7.30 eV. For the energy above the lowest of the compared OMol25 structures with the same formula, charge and spin, the calculation gives 0.00 kJ/mol. For the frontier orbital gap, the calculation gives 7.45 eV.